Entry one
The following is a DFT calculation (the ωB97M-V functional and the def2-TZVPD basis) of a structure of composition CH7N2Si.

Its net charge is +1. The orbital gap comes out at 9.140 eV. The value obtained for the LUMO energy is -5.31 eV.

Positions of all 11 atoms, in Å:
H  2.416  -0.725  0.166
H  -2.527  0.867  0.788
H  1.439  -1.252  -2.095
H  2.619  0.995  -1.450
Si  1.695  -0.245  -1.010
H  -0.479  1.132  -1.104
H  -2.346  -0.286  2.107
C  -0.797  -0.163  0.882
N  -1.976  0.117  1.270
N  0.049  0.421  -0.663
H  -0.092  -0.860  1.108



Entry two
The following is a DFT calculation (the ωB97M-V functional and the def2-TZVPD basis) of the ion CH7N2Si with charge +1.

Its net charge is +1. The orbital gap comes out at 10.210 eV. The value obtained for the LUMO energy is -4.35 eV. As for the SMILES: [NH3+]/C=N/[SiH3].

Positions of all 11 atoms, in Å:
C  -0.747  0.795  0.165
Si  2.062  -0.008  -0.051
H  -1.296  -1.274  0.469
H  -1.589  -1.114  -0.676
N  -1.941  -0.393  0.050
H  2.251  0.876  -1.288
H  -0.884  1.819  0.402
H  2.447  -1.446  -0.196
H  2.310  0.615  1.155
N  0.370  0.315  0.177
H  -2.983  -0.185  -0.208



Winner for stability: entry one



Entry one
The following is a DFT calculation (the ωB97M-V functional and the def2-TZVPD basis) of an isolated molecule of C4H7NO3.

The orbital gap comes out at 10.729 eV. The value obtained for the LUMO energy is 0.68 eV. As for the SMILES: O=CCCNC(=O)O.

Positions of all 15 atoms, in Å:
H  -0.270  1.532  -2.937
C  -0.529  -1.253  1.789
O  -1.177  2.362  -1.096
C  -0.124  -1.251  0.323
H  -1.008  -1.004  -0.266
C  -0.268  1.567  -1.100
H  -0.093  1.473  0.821
C  0.966  -0.225  0.045
H  -1.487  -1.741  2.051
H  1.360  -0.391  -0.951
O  0.185  1.009  -2.263
H  1.692  -0.218  0.852
N  0.405  1.140  0.006
H  0.214  -2.265  0.075
O  0.135  -0.737  2.649



Entry two
The following is a DFT calculation (the ωB97M-V functional and the def2-TZVPD basis) of an isolated molecule of C4H7NO3.

The orbital gap comes out at 9.834 eV. The value obtained for the LUMO energy is 0.63 eV. As for the SMILES: C[C@@]1(O)N[C@H]1OC=O.

Positions of all 15 atoms, in Å:
C  1.282  0.267  -0.336
H  0.705  2.027  -1.201
H  -1.041  -0.654  -1.788
O  1.789  -0.330  0.791
H  -0.869  0.676  1.712
N  0.658  1.562  -0.296
H  0.658  -1.685  1.792
C  0.879  -1.547  0.731
O  -0.871  0.294  -1.655
H  -2.080  1.276  0.566
H  -1.886  -0.455  0.763
C  -1.338  0.491  0.743
O  0.772  -2.357  -0.155
H  1.673  -0.062  -1.299
C  -0.332  0.498  -0.367



Winner for stability: entry one



Entry one
The following is a DFT calculation (the ωB97M-V functional and the def2-TZVPD basis) of an isolated molecule of C4H7NO3.

The orbital gap comes out at 10.797 eV. The value obtained for the LUMO energy is 0.83 eV. As for the SMILES: CO[C@H]1ON=C[C@H]1O.

Positions of all 15 atoms, in Å:
C  -2.230  -0.028  -0.301
H  2.819  -0.590  -1.070
H  1.957  0.488  1.306
H  -2.256  -1.106  -0.529
H  -2.654  0.132  0.702
O  1.372  1.760  -0.147
O  0.128  -1.512  0.371
O  -0.893  0.443  -0.338
C  1.366  0.481  0.393
H  -2.789  0.564  -1.019
C  1.910  -0.622  -0.476
C  -0.059  -0.123  0.615
H  -0.467  -0.039  1.627
H  0.563  1.840  -0.672
N  1.231  -1.688  -0.461



Entry two
The following is a DFT calculation (the ωB97M-V functional and the def2-TZVPD basis) of an isolated molecule of C4H7NO3.

The orbital gap comes out at 8.836 eV. The value obtained for the LUMO energy is 0.10 eV. As for the SMILES: N/C(C=O)=C(\O)CO.

Positions of all 15 atoms, in Å:
H  1.357  -1.970  1.639
H  -0.274  -2.126  1.998
N  0.418  -1.997  1.261
C  -1.332  -0.313  0.555
H  -1.890  -0.452  -0.387
O  0.104  1.687  -1.883
O  -1.869  -0.153  1.659
H  0.072  2.160  0.090
O  2.012  0.297  -0.494
C  0.069  -0.925  0.470
C  -0.361  1.400  -0.565
H  2.098  -0.244  -1.311
C  0.782  0.037  -0.060
H  0.228  0.915  -2.451
H  -1.413  1.686  -0.520



Winner for stability: entry one



Entry one
The following is a DFT calculation (the ωB97M-V functional and the def2-TZVPD basis) of an isolated molecule of C4H7NO3.

The orbital gap comes out at 10.620 eV. The value obtained for the LUMO energy is 0.64 eV. As for the SMILES: C=NO[C@@H](C=O)OC.

Positions of all 15 atoms, in Å:
C  2.811  -0.317  0.132
H  2.571  -0.534  1.151
H  -1.136  2.607  -0.122
C  -0.545  -0.479  -0.775
O  -0.952  0.813  -0.924
H  -1.111  -1.636  1.244
O  0.746  -0.846  -0.073
C  -1.471  -1.232  0.182
N  1.879  -0.403  -0.726
H  -0.318  1.526  0.952
H  3.839  -0.038  -0.147
H  -2.036  1.274  0.796
H  -0.495  -0.965  -1.793
O  -2.625  -1.330  -0.189
C  -1.158  1.558  0.291



Entry two
The following is a DFT calculation (the ωB97M-V functional and the def2-TZVPD basis) of a cluster of 2 separate species, C4H7NO3 in total.

The orbital gap comes out at 3.343 eV. The value obtained for the LUMO energy is -4.61 eV.

Positions of all 15 atoms, in Å:
O  -1.597  -2.151  -2.432
H  2.159  2.690  2.925
O  -1.930  -1.789  -0.295
H  0.289  -0.340  -2.548
H  -0.105  -0.106  0.510
H  -0.086  1.954  3.331
C  0.382  0.296  -0.387
H  1.467  0.233  -0.302
N  0.438  1.563  2.474
H  0.117  1.369  -0.452
H  -2.444  -2.681  -0.649
O  2.435  1.918  1.102
C  1.666  2.038  2.151
C  -0.162  -0.489  -1.497
C  -1.175  -1.493  -1.458



Winner for stability: entry one



Entry one
The following is a DFT calculation (the ωB97M-V functional and the def2-TZVPD basis) of an isolated molecule of C8H7NO2.

The orbital gap comes out at 8.569 eV. The value obtained for the LUMO energy is -0.33 eV.

Positions of all 18 atoms, in Å:
C  0.085  -0.810  0.021
H  -3.255  -1.239  -0.256
H  2.885  -2.687  -0.105
H  -1.146  -2.535  -0.310
O  1.587  2.254  -0.619
C  -2.308  -0.740  -0.121
C  -1.140  -1.469  -0.153
O  2.476  0.329  0.271
C  -2.275  0.637  0.080
C  0.113  0.576  0.228
N  1.891  -2.537  -0.101
H  1.499  1.757  1.335
H  -3.196  1.198  0.096
H  2.082  1.882  -1.363
H  -1.034  2.361  0.404
C  -1.069  1.294  0.257
C  1.500  1.223  0.358
C  1.304  -1.494  -0.024



Entry two
The following is a DFT calculation (the ωB97M-V functional and the def2-TZVPD basis) of an isolated molecule of C8H7NO2.

The orbital gap comes out at 9.865 eV. The value obtained for the LUMO energy is 0.34 eV.

Positions of all 18 atoms, in Å:
C  0.955  -0.171  -0.327
H  1.817  -0.627  0.157
C  0.079  2.524  -2.738
O  -0.122  0.221  1.909
C  -0.106  1.599  -1.676
C  -1.016  1.528  -0.724
C  -0.355  -2.226  1.964
C  -0.918  -0.904  1.540
N  0.209  3.434  -3.418
C  1.096  0.689  -1.489
O  0.925  -0.697  -1.644
H  -0.108  -2.370  2.992
H  -1.963  -0.722  1.789
H  2.025  1.036  -1.907
C  -0.193  -0.003  0.585
H  -1.074  -2.938  1.861
H  0.618  -2.407  1.527
H  -1.870  2.035  -0.400



Winner for stability: entry one



Entry one
The following is a DFT calculation (the ωB97M-V functional and the def2-TZVPD basis) of a cluster of 2 separate species, C4H9NO4 in total.

The orbital gap comes out at 10.674 eV. The value obtained for the LUMO energy is 0.90 eV. As for the SMILES: CNC(=O)O.O=CCO.

Positions of all 18 atoms, in Å:
O  0.491  0.659  -1.503
C  3.197  -0.237  0.679
H  -3.803  -0.158  -0.624
H  3.474  0.509  1.426
C  1.074  -0.037  -0.523
O  0.519  -0.925  0.100
H  2.637  -1.037  1.160
H  4.102  -0.648  0.229
O  -1.477  1.461  0.544
H  -1.109  -1.056  -0.499
C  -2.887  -0.391  -0.066
N  2.348  0.340  -0.331
C  -2.490  0.842  0.706
H  -3.241  1.137  1.465
H  -3.134  -1.181  0.660
O  -1.933  -0.815  -0.991
H  2.691  1.108  -0.885
H  -0.460  0.428  -1.547



Entry two
The following is a DFT calculation (the ωB97M-V functional and the def2-TZVPD basis) of a cluster of 2 separate species, C4H9NO4 in total.

The orbital gap comes out at 10.545 eV. The value obtained for the LUMO energy is 0.55 eV. As for the SMILES: C[C@@H](NC=O)C(=O)O.O.

Positions of all 18 atoms, in Å:
H  1.206  -2.707  -0.055
H  2.355  1.713  1.253
C  -0.121  -0.231  -0.391
H  -2.617  -0.123  1.837
H  -0.643  1.953  -1.036
O  1.350  -2.077  -0.768
H  1.075  1.684  -0.919
N  -1.394  -0.323  0.209
C  0.112  1.177  -1.050
H  0.633  -0.294  0.374
O  -0.301  -1.800  -2.285
O  1.424  1.611  1.054
O  -0.684  -0.478  2.337
H  -2.179  -0.338  -0.435
H  1.000  1.063  1.730
H  0.155  0.938  -2.105
C  -1.616  -0.374  1.571
C  0.246  -1.394  -1.321



Entry three
The following is a DFT calculation (the ωB97M-V functional and the def2-TZVPD basis) of a cluster of 2 separate species, C4H9NO4 in total.

The orbital gap comes out at 9.805 eV. The value obtained for the LUMO energy is 0.54 eV. As for the SMILES: CC(=O)CN.O=C(O)O.

Positions of all 18 atoms, in Å:
O  -2.009  -1.232  -0.516
H  -0.038  -0.962  1.879
H  0.110  1.750  0.752
C  0.920  0.631  -0.858
C  0.778  -1.026  -0.003
H  1.828  -0.985  0.325
H  -1.820  1.655  -1.307
N  0.001  -1.604  1.094
O  -1.802  0.650  0.788
H  1.844  1.458  0.889
C  -1.685  0.025  -0.245
O  1.511  0.537  -1.879
H  -1.501  -1.777  0.161
C  1.041  1.688  0.191
H  1.242  2.645  -0.290
H  0.751  -1.678  -0.876
H  0.326  -2.527  1.358
O  -1.497  0.754  -1.464



Entry four
The following is a DFT calculation (the ωB97M-V functional and the def2-TZVPD basis) of a cluster of 2 separate species, C4H9NO4 in total.

The orbital gap comes out at 9.207 eV. The value obtained for the LUMO energy is 0.57 eV. As for the SMILES: COC(=O)O.C=CNO.

Positions of all 18 atoms, in Å:
H  1.483  -0.754  0.874
O  -0.536  0.591  -0.876
C  -1.016  -1.316  1.500
N  1.003  -1.122  0.053
O  1.157  1.855  0.189
H  -2.144  0.934  0.352
C  -0.443  -1.445  0.292
H  -1.815  -1.984  1.794
O  1.759  -2.072  -0.635
O  1.791  0.728  -1.639
C  1.001  0.884  -0.731
H  -2.185  1.782  -1.224
H  1.931  2.368  -0.105
H  -1.149  2.359  0.102
H  -0.755  -2.224  -0.395
C  -1.547  1.469  -0.394
H  2.195  -1.534  -1.328
H  -0.731  -0.517  2.173



Winner for stability: entry one